Below is one molecule with the formula C7H17PS in a non-equilibrium geometry, with properties calculated with wB97M-V/def2-TZVPD.

- E_HOMO: -8.49 eV
- Strongest force on any atom: 0.0834 hartree/bohr
- Multiplicity: 1
- Frontier orbital gap: 0.3382 hartree
- Total energy: -27658.3126 eV
- Energy relative to the best compared isomer or geometry (same formula, charge and spin): 48.24 kJ/mol
- Structure (SMILES): CC[P@](C)(=S)C(C)(C)C

XYZ file:
```
26
Properties=species:S:1:pos:R:3:nbo_charge:R:1
C -0.0092 1.5496 1.0932 -0.6144
H -2.3894 0.6410 0.1246 0.2290
S -0.1366 -1.2924 -2.5793 -0.5724
C -2.1167 -0.4095 -0.0475 -0.9447
H 0.4012 2.7012 -1.7616 0.2221
H 0.4545 2.3966 1.5785 0.2293
H -1.0439 1.6607 1.1749 0.2042
P -0.3567 -0.5838 -0.7511 1.2700
C 0.2989 1.1554 -0.3159 -0.3187
H 2.3815 -2.5341 -0.0466 0.2140
H -1.0839 1.7698 -2.0428 0.2338
C 0.2936 -1.8022 0.5763 -0.7107
H 0.3430 0.6612 1.7162 0.1933
H -2.2472 -1.0695 0.8040 0.2372
H -2.7248 -0.6787 -0.8484 0.2433
C -0.3645 2.1873 -1.2860 -0.6321
H 2.2581 2.1954 -0.4669 0.2158
H 2.3849 0.4747 0.3051 0.2150
C 1.8985 1.0736 -0.4321 -0.6313
H -1.1532 2.8645 -0.7720 0.2125
H 0.5977 -1.0445 1.3393 0.2204
H 1.4422 -3.5799 0.9202 0.2117
C 1.3056 -2.8137 0.1380 -0.6270
H 1.0125 -3.3079 -0.7355 0.2322
H -0.5631 -2.3961 0.9855 0.2340
H 1.9733 0.5481 -1.4478 0.2335
```